Record 1
C39H36AsBrN2OTl | ωB97M-V/def2-TZVPD

E_LUMO (alpha / beta): -11.0965 / -11.4258 eV
E: -181602.946 eV
net charge: +3

Last column: Löwdin charge in e.
Element x y z (Å)
Tl -1.429 -0.066 -1.427  0.955
Br 0.086 4.005 5.220  1.029
As 0.953 -0.383 1.813  1.210
O -0.352 -0.312 0.774  -0.728
N -3.000 1.902 -2.731  0.002
N -2.102 2.584 -0.135  0.105
C -4.395 2.472 -4.592  -0.002
C -0.095 -1.786 -4.788  -0.223
C 2.641 -2.836 -2.278  0.000
C 2.975 -4.608 1.708  -0.053
C -2.202 -4.124 -2.728  0.009
C -4.970 3.504 -3.880  -0.002
C -0.147 -0.962 -6.032  -0.007
C -4.525 3.746 -2.585  0.024
C -1.616 2.874 1.106  -0.213
C -3.537 2.930 -2.055  -0.265
C -0.603 -0.142 6.218  -0.050
C 1.817 -2.100 1.746  -0.309
C 1.599 -4.481 1.553  -0.070
C 1.245 -0.275 4.684  -0.093
C 1.012 -3.223 1.578  -0.103
C 0.342 -0.237 3.625  -0.303
C 0.191 -3.380 -2.454  0.043
C -0.589 3.543 3.581  -0.633
C -1.062 -3.286 -3.143  -0.198
C -3.422 1.692 -3.968  -0.122
C 3.249 2.196 -0.472  -0.059
C 2.220 0.974 1.329  -0.322
C 2.932 1.724 2.257  -0.102
C -2.449 2.804 2.254  0.032
C 0.255 3.590 2.446  -0.074
C -1.498 -0.121 5.158  -0.065
C 0.766 -0.213 5.985  -0.051
C -1.028 -0.172 3.851  -0.107
C -3.022 3.242 -0.721  -0.016
C 3.772 -3.483 1.869  -0.053
C 3.797 2.718 1.815  -0.056
C 1.296 -2.714 -2.916  -0.214
C 3.957 2.952 0.456  -0.042
C 3.194 -2.219 1.892  -0.088
C -1.949 3.148 3.474  -0.063
C 2.375 1.212 -0.035  -0.119
C 1.146 -1.924 -4.087  0.130
C -1.173 -2.465 -4.301  0.008
C -0.246 3.240 1.230  0.037
H -2.969 0.859 -4.496  0.106
H -3.161 -3.699 -3.021  0.105
H 3.389 2.371 -1.531  0.115
H 4.843 -3.585 1.988  0.119
H -1.711 -0.186 3.010  0.095
H 3.426 -5.591 1.729  0.120
H 0.983 -5.364 1.435  0.114
H 0.378 3.273 0.347  0.132
H 2.817 1.547 3.319  0.101
H -2.581 3.150 4.351  0.129
H 1.798 0.630 -0.746  0.080
H -2.114 -5.088 -3.251  0.140
H -1.106 -1.050 -6.538  0.096
H 2.680 -3.680 -1.597  0.091
H 4.635 3.723 0.117  0.122
H -3.451 4.130 -0.250  0.155
H 0.637 -1.274 -6.725  0.111
H 1.279 3.922 2.546  0.113
H 1.458 -0.246 6.816  0.121
H -2.112 -2.452 -4.843  0.143
H 3.414 -2.962 -3.038  0.107
H -2.564 -0.082 5.347  0.116
H -0.972 -0.134 7.236  0.121
H -0.064 -3.113 1.493  0.105
H -4.685 2.266 -5.613  0.127
H -2.188 -4.347 -1.662  0.105
H 2.023 -1.432 -4.497  0.154
H 0.042 0.091 -5.807  0.104
H -4.940 4.554 -1.997  0.131
H 0.276 -4.043 -1.602  0.137
H 2.884 -1.932 -1.714  0.094
H -5.750 4.114 -4.316  0.133
H 4.352 3.307 2.533  0.123
H 2.309 -0.378 4.507  0.108
H -3.482 2.502 2.144  0.141
H 3.819 -1.344 2.030  0.107

Record 2
C39H36BrKN10O5S2 | ωB97M-V/def2-TZVPD

E_LUMO: 3.6305 eV
E: -174203.340 eV
net charge: -2
ΔE to the lowest compared entry with this formula, charge and spin: 98.0 kcal/mol

Last column: Löwdin charge in e.
Element x y z (Å)
Br -1.233 2.384 1.041  0.946
K 0.622 -0.066 1.053  0.645
S 2.570 2.222 2.046  0.532
S 0.169 -4.355 -2.182  0.987
O 3.846 1.901 2.652  -0.323
O -2.664 2.203 -6.147  0.027
O -1.859 -0.610 -3.203  -0.218
O 1.380 1.816 2.782  -0.436
O -1.053 -1.474 1.903  -0.187
N 2.101 8.184 1.798  0.070
N 3.101 0.650 -1.348  0.130
N -2.743 1.641 -3.074  0.002
N 4.406 2.412 -0.382  0.117
N 0.744 -2.374 -0.706  0.028
N 2.378 1.618 0.606  -0.213
N 2.352 -2.117 1.613  0.153
N -3.233 -1.960 2.313  0.129
N 2.763 -4.294 1.734  0.163
N -2.406 1.840 -1.841  0.033
C -1.345 1.893 -5.862  -0.277
C 1.281 1.326 -5.206  -0.096
C 3.362 -3.751 2.856  -0.192
C 2.221 6.775 1.848  -0.331
C 3.101 -2.385 2.763  -0.191
C 3.413 6.154 1.474  -0.047
C -2.019 -1.384 2.692  -0.531
C -0.314 2.433 -6.622  -0.060
C -3.448 4.612 2.188  -0.224
C -2.953 3.943 3.316  -0.059
C 1.007 2.150 -6.290  -0.121
C -1.964 -0.780 4.069  -0.327
C 1.297 4.614 2.385  -0.070
C 0.229 0.775 -4.473  -0.011
C 4.280 -2.052 4.796  -0.089
C -3.455 4.078 0.809  -0.140
C 4.532 -3.433 4.879  -0.115
C 4.081 -4.310 3.911  -0.042
C 0.046 -2.682 -1.758  -0.400
C -1.096 1.048 -4.787  -0.091
C 3.990 0.556 -2.324  -0.169
C 3.566 -1.509 3.743  0.022
C 2.181 -3.265 1.047  -0.268
C -2.998 2.790 -1.194  -0.233
C 2.475 3.996 1.979  -0.262
C -3.618 5.769 4.760  -0.118
C -4.126 6.439 3.654  -0.114
C 5.271 2.277 -1.386  -0.163
C -2.228 0.426 -3.919  -0.484
C -4.043 5.863 2.392  -0.067
C 3.544 4.775 1.537  -0.062
C -1.667 -1.868 5.130  -0.230
C 1.170 5.994 2.319  -0.034
C 1.398 -3.468 -0.188  -0.319
C 3.336 1.575 -0.370  -0.429
C -2.720 3.160 0.188  -0.612
C -3.037 4.519 4.581  -0.082
C 1.210 -4.625 -0.855  -0.387
C 5.130 1.351 -2.403  -0.097
H -2.925 -0.278 4.277  0.073
H 5.845 1.260 -3.209  0.078
H -2.666 2.784 -6.901  0.078
H -0.658 -2.279 4.985  -0.066
H 6.122 2.956 -1.374  0.095
H -0.546 3.084 -7.463  0.097
H -3.280 -2.178 1.331  0.085
H 4.245 6.762 1.126  0.101
H 1.617 -5.608 -0.643  0.063
H -4.442 6.396 1.531  0.102
H 4.457 4.287 1.233  0.090
H 2.310 1.117 -4.926  0.081
H -3.101 0.285 -4.581  0.114
H -4.063 -1.549 2.709  0.076
H 4.648 -1.399 5.579  0.097
H -1.171 -0.024 4.065  0.083
H -3.684 6.208 5.750  0.090
H 1.814 2.583 -6.875  0.088
H -3.469 2.213 -3.473  0.109
H 3.781 -0.192 -3.089  0.098
H -4.212 4.528 0.167  0.100
H 2.669 8.600 1.082  0.068
H -2.512 2.958 3.217  0.061
H -2.414 -2.668 5.085  -0.079
H 3.376 -0.440 3.668  0.104
H 2.697 -5.262 1.502  0.142
H 0.240 6.466 2.630  0.109
H 1.148 8.491 1.709  0.071
H 0.477 4.003 2.754  0.076
H 4.270 -5.376 3.980  0.096
H 0.402 0.117 -3.619  0.111
H -2.645 3.971 5.431  0.105
H -0.554 -1.957 -2.352  0.063
H -4.589 7.413 3.770  0.088
H 5.089 -3.820 5.724  0.088
H -3.795 3.356 -1.670  0.100

Among the records above, which one has the highest net charge? C39H36AsBrN2OTl

Which of these has the highest net charge? C39H36AsBrN2OTl

The lowest E belongs to which entry? C39H36AsBrN2OTl

Which of these has the lowest net charge? C39H36BrKN10O5S2